*a*
DFT (ωB97M-V/def2-TZVPD) results for a 2-piece molecular cluster, C2H3IO overall.

## Properties
Total charge: 0
SMILES string: C=C=O.I
LUMO level: 0.6 eV

Atoms and positions in Å:
C  -1.196  0.017  -0.622
C  -0.728  -0.836  0.228
O  -0.192  -1.688  0.825
H  -1.797  0.763  -0.279
H  -0.800  0.057  -1.614
I  2.511  1.361  0.200
H  2.201  0.325  1.263



*b*
DFT (ωB97M-V/def2-TZVPD) results for a 2-piece molecular cluster, C2H3IO overall.

## Properties
Total charge: 0
SMILES string: C=C=O.I
LUMO level: 0.5 eV

Atoms and positions in Å:
C  -1.243  0.666  -0.508
C  -1.994  0.169  0.389
O  -2.616  -0.253  1.299
H  -0.152  0.719  -0.394
H  -1.800  1.291  -1.266
I  4.066  -0.546  -0.015
H  3.738  -2.046  0.496



Energetically preferred structure: *b* | next structure: +0.0021 hartree



*a*
DFT (ωB97M-V/def2-TZVPD) results for a 2-piece molecular cluster, C4H10OS overall.

## Properties
Total charge: 0
SMILES string: C=CO.CCS
LUMO level: 0.6 eV

Atoms and positions in Å:
C  -1.612  1.321  -1.365
C  -1.779  0.303  -2.205
O  -1.091  -0.057  -3.298
H  -2.448  1.500  -0.710
H  -0.764  1.941  -1.522
H  -2.707  -0.259  -2.155
H  -0.229  0.336  -3.441
C  0.563  -1.186  2.224
C  1.494  -0.084  1.752
S  2.414  -0.727  0.304
H  -0.208  -1.374  1.486
H  1.151  -2.048  2.499
H  0.060  -0.945  3.170
H  2.216  0.363  2.433
H  0.853  0.745  1.449
H  2.089  0.172  -0.622



*b*
DFT (ωB97M-V/def2-TZVPD) results for the molecule C4H10OS.

## Properties
Total charge: 0
SMILES string: C[C@H](S)CCO
LUMO level: 0.8 eV

Atoms and positions in Å:
C  1.017  -0.137  1.363
C  0.723  0.615  -0.071
S  0.933  2.491  -0.054
C  -0.789  0.476  -0.584
C  -1.024  -1.150  -0.425
O  0.023  -1.932  -1.008
H  1.034  -1.217  1.146
H  1.976  0.239  1.716
H  0.156  -0.116  2.106
H  1.477  0.463  -0.870
H  -0.306  2.774  0.605
H  -1.506  1.106  -0.038
H  -1.049  0.816  -1.651
H  -1.327  -1.496  0.507
H  -1.890  -1.377  -1.058
H  0.550  -1.555  -1.683



Energetically preferred structure: *a* | next structure: +0.0145 hartree



*a*
DFT (ωB97M-V/def2-TZVPD) results for a 2-piece molecular cluster, C4H10OS overall.

## Properties
Total charge: 0
SMILES string: C=CO.CCS
LUMO level: 0.7 eV

Atoms and positions in Å:
C  -2.520  0.107  1.672
C  -1.821  1.280  1.760
O  -0.460  1.122  1.963
H  -3.619  0.042  1.865
H  -2.156  -0.851  1.358
H  -2.219  2.297  1.917
H  -0.063  1.962  2.130
C  1.381  0.087  -1.970
C  1.953  -1.250  -1.188
S  0.941  -2.096  0.020
H  0.907  0.801  -1.281
H  0.575  -0.188  -2.702
H  2.069  0.734  -2.550
H  2.015  -2.016  -2.162
H  2.984  -0.847  -0.742
H  0.031  -1.186  -0.089



*b*
DFT (ωB97M-V/def2-TZVPD) results for the molecule C4H10OS.

## Properties
Total charge: 0
SMILES string: OCCCCS
LUMO level: 0.9 eV

Atoms and positions in Å:
O  2.938  0.485  -0.304
C  2.390  -0.631  0.230
C  0.821  -0.632  -0.054
C  0.156  0.671  0.554
C  -1.300  0.840  -0.157
S  -2.586  -0.305  -0.055
H  2.743  0.370  -1.257
H  2.830  -1.588  -0.216
H  2.598  -0.624  1.297
H  0.316  -1.535  0.208
H  0.702  -0.614  -1.153
H  0.810  1.567  0.416
H  0.146  0.616  1.667
H  -0.947  1.059  -1.192
H  -1.799  1.670  0.131
H  -1.931  -1.419  -0.032



*c*
DFT (ωB97M-V/def2-TZVPD) results for a 2-piece molecular cluster, C4H10OS overall.

## Properties
Total charge: 0
LUMO level: -0.8 eV

Atoms and positions in Å:
C  -2.299  0.744  0.065
O  -3.554  0.102  -0.237
C  -1.157  -0.230  0.021
C  0.267  0.317  0.304
C  1.324  -0.761  0.384
S  2.880  -0.086  -0.231
H  -2.199  1.573  -0.649
H  -2.316  1.142  1.093
H  -4.188  -0.181  0.423
H  -1.254  -0.648  -1.014
H  -1.317  -1.041  0.724
H  0.302  0.849  1.274
H  0.565  0.996  -0.488
H  1.344  -1.149  1.412
H  1.031  -1.657  -0.176
H  1.660  -0.360  -1.664



Energetically preferred structure: *b* | next structure: +0.0521 hartree



*a*
DFT (ωB97M-V/def2-TZVPD) results for a 2-piece molecular cluster, C3H10N2O overall.

## Properties
Total charge: 0
SMILES string: C=CN.NCO
LUMO level: 1.0 eV

Atoms and positions in Å:
C  1.086  1.806  1.045
C  0.495  0.895  1.809
N  1.164  -0.022  2.623
H  0.562  2.442  0.353
H  2.162  1.849  1.091
H  -0.593  0.852  1.889
H  2.079  0.272  2.939
H  0.609  -0.299  3.422
N  -0.209  -0.775  -1.172
C  -1.037  -0.936  -2.328
O  -2.123  -1.789  -2.006
H  0.472  -0.030  -1.136
H  0.203  -1.638  -0.849
H  -0.534  -1.426  -3.174
H  -1.420  0.039  -2.624
H  -2.917  -1.241  -1.881



*b*
DFT (ωB97M-V/def2-TZVPD) results for C3H10N2O as an isolated structure.

## Properties
Total charge: 0
LUMO level: 1.0 eV

Atoms and positions in Å:
C  1.269  -0.203  -0.589
C  -0.716  -0.164  1.039
C  -1.911  -0.090  0.129
N  0.580  -1.236  0.046
N  1.376  0.857  0.419
O  0.591  0.355  -1.731
H  1.226  0.890  -2.221
H  0.194  -1.885  -0.634
H  2.296  -0.493  -0.894
H  1.067  1.794  0.183
H  1.982  0.599  1.190
H  -0.591  0.757  1.604
H  -0.729  -0.967  1.765
H  -2.763  0.332  0.676
H  -1.696  0.533  -0.737
H  -2.174  -1.078  -0.244



*c*
DFT (ωB97M-V/def2-TZVPD) results for a 2-piece molecular cluster, C3H10N2O overall.

## Properties
Total charge: 0
SMILES string: CC/N=C\N.O
LUMO level: 0.7 eV

Atoms and positions in Å:
C  -1.956  0.052  0.001
C  -0.878  1.016  -0.538
N  0.291  1.323  0.310
C  0.771  0.575  1.205
N  0.583  -0.742  1.559
H  -2.903  0.544  0.164
H  -1.725  -0.377  0.967
H  -2.126  -0.746  -0.722
H  -1.358  1.991  -0.600
H  -0.485  0.685  -1.491
H  1.517  1.014  1.865
H  -0.115  -1.327  1.130
H  1.226  -1.258  2.128
O  1.277  -1.423  -2.099
H  1.885  -1.145  -1.410
H  0.457  -1.464  -1.591



Energetically preferred structure: *c* | next structure: +0.0110 hartree



*a*
DFT (ωB97M-V/def2-TZVPD) results for a 2-piece molecular cluster, C3H10N2O overall.

## Properties
Total charge: 0
SMILES string: C=NNC.CO
LUMO level: 0.8 eV

Atoms and positions in Å:
C  -0.629  -1.956  0.647
N  -0.305  -1.149  -0.282
N  -0.696  0.269  -0.291
C  -1.773  0.760  0.549
H  -1.399  -1.779  1.391
H  -0.069  -2.873  0.745
H  -0.797  0.530  -1.266
H  -2.730  0.269  0.342
H  -1.891  1.827  0.370
H  -1.508  0.602  1.595
C  2.156  0.925  -0.647
O  2.215  -0.441  -0.738
H  3.087  1.358  -0.268
H  1.870  1.409  -1.591
H  1.276  1.199  0.036
H  1.194  -0.951  -0.591



*b*
DFT (ωB97M-V/def2-TZVPD) results for a 3-piece molecular cluster, C3H10N2O overall.

## Properties
Total charge: 0
LUMO level: -0.6 eV

Atoms and positions in Å:
C  0.099  -1.480  -1.760
C  1.336  -0.922  0.166
N  0.235  -0.862  -0.452
H  1.022  -2.025  -1.982
H  -0.779  -2.118  -1.766
H  0.018  -0.732  -2.548
H  2.098  -1.655  -0.132
H  1.737  -0.270  0.930
H  -0.527  -0.033  -0.075
N  -1.559  0.804  0.483
C  -0.040  1.695  1.428
O  -0.289  2.641  2.174
H  -1.878  1.572  -0.118
H  -2.313  0.915  1.158
H  0.759  1.808  0.651
H  0.079  0.663  1.844



Energetically preferred structure: *a* | next structure: +0.0438 hartree



*a*
DFT (ωB97M-V/def2-TZVPD) results for a 2-piece molecular cluster, C3H10N2O overall.

## Properties
Total charge: 0
SMILES string: CCC(N)=O.N
LUMO level: 0.8 eV

Atoms and positions in Å:
C  -1.916  0.373  -0.736
C  -0.877  -0.613  -0.230
C  0.694  -0.314  -0.567
N  1.038  1.012  -0.625
O  1.370  -1.152  -1.148
H  -2.833  0.301  -0.141
H  -1.604  1.420  -0.677
H  -2.178  0.176  -1.781
H  -1.031  -0.814  0.835
H  -1.061  -1.582  -0.708
H  1.857  1.233  -1.177
H  0.411  1.737  -0.306
N  1.578  -0.443  1.990
H  0.542  -0.537  1.938
H  2.073  -1.263  1.635
H  1.938  0.464  1.698



*b*
DFT (ωB97M-V/def2-TZVPD) results for the molecule C3H10N2O.

## Properties
Total charge: 0
SMILES string: NC[C@H](N)CO
LUMO level: 0.9 eV

Atoms and positions in Å:
N  0.452  1.947  -0.169
C  0.788  0.586  -0.641
C  0.118  -0.398  0.215
N  0.143  -1.840  -0.374
C  -1.229  0.023  0.685
O  -1.904  -1.032  1.370
H  0.489  2.644  -0.957
H  1.153  2.263  0.366
H  0.411  0.276  -1.684
H  1.872  0.353  -0.667
H  0.721  -0.343  1.137
H  -0.143  -1.864  -1.368
H  1.084  -2.178  -0.527
H  -1.716  0.444  -0.228
H  -0.947  0.872  1.353
H  -1.294  -1.754  1.489



*c*
DFT (ωB97M-V/def2-TZVPD) results for a 2-piece molecular cluster, C3H10N2O overall.

## Properties
Total charge: 0
SMILES string: C=NC.NCO
LUMO level: -0.3 eV

Atoms and positions in Å:
C  0.517  0.593  -2.067
N  0.288  1.221  -0.965
C  -0.423  2.531  -0.946
H  1.078  1.183  -2.845
H  -0.069  -0.274  -2.370
H  -0.471  2.916  -2.023
H  -1.419  2.314  -0.509
H  0.204  3.239  -0.387
N  0.893  -1.871  1.799
C  -0.343  -1.872  1.001
O  -0.914  -0.587  1.060
H  1.593  -1.498  1.168
H  0.647  -1.254  2.563
H  -1.081  -2.636  1.309
H  -0.023  -2.085  -0.038
H  -0.367  0.036  0.551



*d*
DFT (ωB97M-V/def2-TZVPD) results for C3H10N2O as an isolated structure.

## Properties
Total charge: 0
LUMO level: 1.1 eV

Atoms and positions in Å:
C  0.716  0.323  0.434
C  -0.364  -0.596  0.679
C  1.586  -1.313  -0.053
N  -2.140  0.682  -0.683
N  0.650  1.260  -0.558
O  -1.805  0.437  0.688
H  1.310  0.592  1.309
H  -2.286  1.687  -0.778
H  -3.041  0.238  -0.868
H  -0.266  1.719  -0.649
H  1.422  1.908  -0.614
H  -0.764  -1.306  -0.034
H  -0.452  -0.938  1.703
H  2.574  -1.178  0.383
H  1.267  -2.327  0.172
H  1.593  -1.190  -1.132



Energetically preferred structure: *a* | next structure: +0.0491 hartree



*a*
DFT (ωB97M-V/def2-TZVPD) results for the molecule C3H10N2O.

## Properties
Total charge: 0
SMILES string: NC[C@H](N)CO
LUMO level: 1.0 eV

Atoms and positions in Å:
N  2.323  0.643  0.115
C  1.388  -0.460  -0.087
C  -0.136  -0.288  0.336
N  -0.722  -1.667  0.046
C  -0.795  0.837  -0.474
O  -2.097  1.137  0.154
H  2.688  0.731  -0.823
H  3.205  0.373  0.685
H  1.428  -0.855  -1.162
H  1.807  -1.414  0.431
H  -0.146  -0.003  1.321
H  -0.963  -1.758  -0.965
H  -1.524  -1.981  0.620
H  -1.147  0.352  -1.459
H  -0.206  1.740  -0.356
H  -2.319  0.352  0.700



*b*
DFT (ωB97M-V/def2-TZVPD) results for a 3-piece molecular cluster, C3H10N2O overall.

## Properties
Total charge: 0
SMILES string: [H]/N=C/N.C=C.O
LUMO level: 0.8 eV

Atoms and positions in Å:
H  -1.362  -0.916  1.598
N  -1.091  -1.017  0.625
C  -1.585  -0.143  -0.149
N  -1.249  -0.113  -1.460
H  -2.274  0.659  0.144
H  -1.841  0.373  -2.112
H  -0.749  -0.911  -1.803
C  0.615  1.648  0.163
C  1.695  0.919  -0.068
H  0.014  2.046  -0.636
H  0.312  1.906  1.163
H  2.006  0.670  -1.068
H  2.321  0.559  0.729
O  1.442  -1.953  1.047
H  0.707  -2.549  1.192
H  1.039  -1.179  0.636



*c*
DFT (ωB97M-V/def2-TZVPD) results for the molecule C3H10N2O.

## Properties
Total charge: 0
SMILES string: NC[C@H](N)CO
LUMO level: 1.0 eV

Atoms and positions in Å:
N  1.301  1.971  -0.172
C  0.944  0.747  -0.876
C  0.283  -0.261  0.064
N  0.332  -1.611  -0.507
C  -1.163  0.095  0.324
O  -1.761  -0.899  1.163
H  1.961  2.504  -0.741
H  1.802  1.750  0.679
H  0.172  0.965  -1.622
H  1.805  0.292  -1.379
H  0.769  -0.275  1.051
H  -0.411  -2.187  -0.138
H  1.209  -2.108  -0.402
H  -1.704  0.165  -0.629
H  -1.208  1.074  0.787
H  -2.724  -0.850  1.022



Energetically preferred structure: *c* | next structure: +0.0292 hartree



*a*
DFT (ωB97M-V/def2-TZVPD) results for the molecule C4H9N3.

## Properties
Total charge: 0
LUMO level (spin up / spin down): 0.9 / 0.7 eV

Atoms and positions in Å:
C  0.735  -1.001  -1.161
C  0.331  0.104  -0.301
N  0.898  1.415  -0.539
N  -2.125  0.116  0.202
C  -1.082  -0.099  -0.688
C  0.560  -0.571  1.093
N  1.272  -0.057  2.020
H  0.297  2.161  -0.208
H  1.826  1.495  -0.132
H  -1.911  0.248  1.184
H  -3.130  0.089  0.090
H  1.823  0.738  1.684
H  1.415  -0.785  -1.975
H  0.555  -2.041  -0.935
H  -1.465  -0.342  -1.674
H  0.001  -1.473  1.339



*b*
DFT (ωB97M-V/def2-TZVPD) results for a 2-piece molecular cluster, C4H9N3 overall.

## Properties
Total charge: 0
LUMO level (spin up / spin down): 0.2 / -0.3 eV

Atoms and positions in Å:
C  -0.864  0.616  -1.027
C  0.205  1.701  1.106
C  -0.514  -2.029  0.373
C  -0.380  0.519  0.282
N  -1.467  0.755  -2.013
N  1.438  0.014  -1.486
N  -0.463  -0.689  0.971
H  -0.250  2.671  0.587
H  -0.084  1.797  2.059
H  1.244  1.912  0.906
H  0.515  -2.366  0.322
H  -1.159  -2.581  1.008
H  -1.102  -2.078  -0.640
H  0.847  -0.357  -2.362
H  2.009  0.808  -1.875
H  0.027  -0.693  1.788



Energetically preferred structure: *a* | next structure: +0.0067 hartree